1:
C9H16N2O2 | ωB97M-V/def2-TZVPD

Cartesian coordinates (Å):
1 C -2.244 0.069 0.179
2 C -2.161 1.135 -0.992
3 C -3.171 -1.128 -0.117
4 C -2.551 0.692 1.456
5 C -0.881 -0.574 0.391
6 C 2.417 1.149 -0.485
7 C 2.007 -0.143 -1.018
8 C 2.646 -1.284 -0.982
9 C 4.366 -0.119 0.434
10 H -1.894 0.689 -1.878
11 H -3.239 1.441 -1.173
12 H -1.516 2.019 -0.694
13 H -2.635 -1.898 0.687
14 H -4.434 -0.943 0.289
15 H -3.123 -1.455 -1.170
16 H -3.133 -0.169 2.143
17 H -3.224 1.839 1.325
18 H -1.549 1.093 2.031
19 H -0.001 0.055 0.899
20 H -1.239 -1.369 1.209
21 H -0.719 -0.928 -0.712
22 H 3.896 1.854 0.757
23 H 1.127 0.145 -1.761
24 H 2.235 -2.298 -1.381
25 H 4.418 -1.981 -0.136
26 N 3.564 1.004 0.281
27 N 3.781 -1.201 0.016
28 O 1.775 2.161 -0.605
29 O 5.480 0.147 1.008

Computed properties:
HOMO in hartree: -0.369
M in g mol⁻¹: 184.24
Frontier orbital gap in eV: 10.2

Charges in e, computed with Mulliken, in the same order as the atoms: 1.65, -1.84, -1.14, -1.21, -1.03, 0.45, -0.18, -0.22, 0.34, 0.50, 0.46, 0.30, 0.32, 0.25, 0.35, 0.29, 0.25, 0.25, 0.15, 0.32, 0.13, 0.23, 0.29, 0.30, 0.28, -0.14, -0.11, -0.59, -0.67


2:
C9H16N2O2 | ωB97M-V/def2-TZVPD

Cartesian coordinates (Å):
1 O 1.103 -0.605 1.292
2 C 2.020 -0.440 0.511
3 C 2.653 -1.585 -0.110
4 C 3.913 -1.516 -0.492
5 N 4.542 -0.304 -0.570
6 C 4.011 0.931 -0.217
7 O 4.643 2.025 -0.022
8 N 2.682 0.806 0.137
9 H 1.911 -2.506 -0.180
10 H 4.655 -2.025 -1.101
11 H 5.795 -0.254 -0.348
12 H 2.509 1.591 0.841
13 C -5.962 0.032 -0.533
14 C -4.575 0.105 -0.129
15 C -3.936 1.570 -0.408
16 C -3.540 -0.927 -0.829
17 C -4.239 -0.243 1.352
18 H -6.614 0.946 -0.359
19 H -5.816 -0.131 -1.810
20 H -6.680 -0.890 -0.251
21 H -2.954 1.595 -0.352
22 H -4.575 2.141 -1.381
23 H -4.249 2.222 0.572
24 H -2.665 -1.209 -0.035
25 H -3.230 -0.639 -1.916
26 H -4.065 -1.993 -0.870
27 H -4.559 -1.181 1.578
28 H -3.231 -0.337 1.578
29 H -4.839 0.228 2.034

Computed properties:
SMILES: O=c1cc[nH]c(=O)[nH]1.CC(C)(C)C
HOMO in hartree: -0.359
M in g mol⁻¹: 184.24
Frontier orbital gap in eV: 9.9

Charges in e, computed with Mulliken, in the same order as the atoms: -0.55, 0.49, -0.44, -0.08, -0.29, 0.41, -0.62, -0.20, 0.25, 0.40, 0.35, 0.28, -1.36, 1.70, -1.39, -1.18, -2.18, 0.32, 0.26, 0.27, 0.53, 0.25, 0.28, 0.20, 0.33, 0.31, 0.61, 0.52, 0.53


3:
C9H16N2O2 | ωB97M-V/def2-TZVPD

Cartesian coordinates (Å):
1 O 2.419 2.254 -1.190
2 C 3.021 1.285 -0.558
3 C 3.448 1.363 0.783
4 C 4.004 0.174 1.381
5 N 4.333 -1.048 0.775
6 C 3.626 -1.107 -0.434
7 O 3.384 -2.018 -1.183
8 N 3.234 0.141 -1.185
9 H 3.253 2.447 1.225
10 H 4.677 0.353 2.234
11 H 4.866 -1.795 1.222
12 H 3.247 -0.155 -2.158
13 C -3.381 1.200 0.665
14 C -2.541 -0.120 0.039
15 C -3.492 -1.370 -0.265
16 C -1.450 -0.598 0.906
17 C -2.011 0.419 -1.300
18 H -4.034 1.701 -0.187
19 H -3.769 0.817 1.600
20 H -2.489 2.010 0.797
21 H -2.783 -2.141 -0.660
22 H -4.256 -1.850 0.453
23 H -4.143 -1.045 -1.213
24 H -0.972 -1.406 0.206
25 H -1.900 -1.171 1.787
26 H -0.454 0.095 1.338
27 H -1.164 1.064 -1.102
28 H -1.856 -0.565 -2.077
29 H -2.816 1.068 -1.900

Computed properties:
SMILES: O=c1cc[nH]c(=O)[nH]1.CC(C)(C)C
HOMO in hartree: -0.348
M in g mol⁻¹: 184.24
Frontier orbital gap in eV: 9.4

Charges in e, computed with Mulliken, in the same order as the atoms: -0.71, 0.65, -0.30, -0.23, -0.04, 0.22, -0.56, -0.11, 0.28, 0.32, 0.25, 0.24, -1.20, 1.31, -1.33, -1.09, -1.42, 0.29, 0.39, 0.28, 0.38, 0.30, 0.28, 0.26, 0.33, 0.21, 0.44, 0.27, 0.30


Energies relative to the most stable structure are 1 0.0067; 2 0.0313; 3 0.0000, reported in hartree.


1:
C19H22N2O4S | ωB97M-V/def2-TZVPD

Cartesian coordinates (Å):
1 O -1.405 -2.886 0.619
2 C -0.511 -1.974 0.583
3 N -0.774 -0.696 1.175
4 H -0.265 -0.035 1.005
5 C -2.242 -0.663 1.502
6 H -2.835 -1.531 1.815
7 H -2.315 -0.107 2.789
8 C -3.044 0.425 0.518
9 C -4.588 0.394 0.794
10 H -4.953 1.230 0.484
11 C -5.037 -0.658 0.099
12 H -5.225 -1.627 0.623
13 C -3.786 -1.283 -1.007
14 H -4.087 -0.955 -1.906
15 H -3.348 -2.090 -0.839
16 O -2.932 -0.096 -0.553
17 H -5.873 -0.833 -0.398
18 H -4.811 0.234 2.028
19 H -2.498 1.522 0.602
20 C 0.676 -2.013 0.115
21 C 0.829 -2.839 -1.240
22 C 1.997 -2.850 -1.597
23 C 3.201 -2.169 -1.153
24 C 2.973 -1.489 0.114
25 C 1.805 -1.250 0.314
26 H 1.822 -0.820 1.454
27 S 4.428 -0.834 0.642
28 O 4.727 -0.945 1.941
29 O 5.406 -0.667 -0.205
30 N 3.758 0.820 0.883
31 H 4.051 1.459 1.582
32 C 3.542 1.634 -0.518
33 C 2.188 2.208 -0.454
34 C 1.791 3.258 0.078
35 C 0.469 3.763 0.080
36 C -0.440 3.256 -0.474
37 C -0.125 1.840 -1.254
38 C 1.161 1.418 -0.800
39 H 1.404 0.499 -1.507
40 H -1.036 1.349 -1.434
41 H -1.423 3.324 -0.373
42 H 0.111 4.855 0.757
43 H 2.481 3.950 0.591
44 H 4.237 2.349 -0.383
45 H 3.692 1.059 -1.304
46 H 4.344 -2.395 -1.669
47 H 2.316 -3.650 -2.602
48 H 0.145 -3.488 -1.518

Computed properties:
HOMO in hartree: -0.316
M in g mol⁻¹: 374.46
Frontier orbital gap in eV: 7.4

Charges in e, computed with Mulliken, in the same order as the atoms: -0.73, 0.05, 0.00, 0.37, -1.23, 0.49, 0.21, 0.72, -0.79, 0.47, -0.91, 0.27, -0.70, 0.41, 0.43, -0.37, 0.62, 0.22, -0.02, 0.76, -1.21, -0.19, -0.36, 1.03, -0.64, 0.27, 1.27, -0.71, -0.57, -0.39, 0.25, -2.22, 0.95, 0.31, -0.60, -0.73, -0.92, 0.02, -0.03, 0.84, 0.59, 0.05, 0.32, 0.64, 0.80, 0.25, 0.05, 0.67


2:
C19H22N2O4S | ωB97M-V/def2-TZVPD

Cartesian coordinates (Å):
1 C 4.780 -4.230 -0.977
2 C 3.994 -2.955 -1.033
3 C 3.580 -2.316 0.128
4 C 2.864 -1.133 0.073
5 C 2.558 -0.558 -1.156
6 N 1.847 0.645 -1.234
7 S 0.396 0.762 -2.076
8 O -0.008 2.125 -1.906
9 O 0.580 0.257 -3.400
10 C -0.704 -0.269 -1.088
11 C -1.390 0.436 -0.117
12 C -2.212 -0.222 0.787
13 C -3.030 0.540 1.784
14 O -4.244 0.468 1.785
15 N -2.352 1.313 2.663
16 C -0.920 1.403 2.831
17 C -0.481 2.859 2.614
18 O -1.167 3.721 3.489
19 C -2.564 3.637 3.305
20 C -3.068 2.211 3.547
21 C -2.353 -1.602 0.675
22 C -1.666 -2.294 -0.302
23 C -0.819 -1.648 -1.205
24 C -0.094 -2.443 -2.239
25 C 2.980 -1.183 -2.325
26 C 3.683 -2.369 -2.256
27 H 5.837 -4.024 -1.146
28 H 4.678 -4.709 -0.007
29 H 4.449 -4.921 -1.749
30 H 3.814 -2.749 1.090
31 H 2.548 -0.647 0.986
32 H 1.776 1.150 -0.364
33 H -1.289 1.510 -0.110
34 H -0.408 0.733 2.141
35 H -0.674 1.113 3.861
36 H 0.580 2.980 2.838
37 H -0.668 3.150 1.569
38 H -3.006 4.331 4.021
39 H -2.827 3.949 2.284
40 H -4.132 2.128 3.329
41 H -2.880 1.924 4.588
42 H -3.011 -2.122 1.355
43 H -1.786 -3.365 -0.381
44 H -0.729 -3.247 -2.604
45 H 0.799 -2.893 -1.804
46 H 0.208 -1.813 -3.069
47 H 2.737 -0.732 -3.273
48 H 4.004 -2.848 -3.169

Computed properties:
SMILES: Cc1ccc(NS(=O)(=O)c2cc(C(=O)N3CCOCC3)ccc2C)cc1
HOMO in hartree: -0.325
M in g mol⁻¹: 374.46
Frontier orbital gap in eV: 9.3

Charges in e, computed with Mulliken, in the same order as the atoms: -1.47, 0.82, -0.93, -0.40, 0.47, -0.29, 1.14, -0.69, -0.67, 0.47, -0.58, 0.41, 0.29, -0.67, 0.04, -0.75, -0.48, -0.40, -0.56, -0.76, -0.83, -0.83, 0.83, -1.83, -0.27, -0.68, 0.31, 0.36, 0.36, 0.35, 0.32, 0.34, 0.74, 0.53, 0.28, 0.36, 0.32, 0.34, 0.34, 0.41, 0.31, 0.48, 0.46, 0.59, 0.18, 0.34, 0.48, 0.38


3:
C19H22N2O4S | ωB97M-V/def2-TZVPD

Cartesian coordinates (Å):
1 C 2.734 -0.314 2.288
2 N 1.697 -1.044 1.536
3 C 1.676 -2.553 1.667
4 C 0.628 -2.917 2.709
5 C 0.382 -4.421 2.852
6 C 1.420 -5.164 3.683
7 O 2.620 -5.064 3.436
8 O 0.992 -6.054 4.567
9 C 0.755 -0.343 0.767
10 O -0.064 -1.021 0.144
11 C 0.699 1.201 0.596
12 C 0.471 1.980 1.921
13 C 1.829 1.855 -0.299
14 C 0.840 2.171 -1.397
15 N -0.188 1.631 -0.522
16 C -1.516 2.091 -0.450
17 O -2.196 2.029 0.585
18 C -2.153 2.700 -1.639
19 C -2.780 3.943 -1.687
20 S -3.359 4.375 -3.248
21 C -2.915 2.801 -3.853
22 C -3.123 2.371 -5.181
23 C -2.703 1.087 -5.559
24 C -2.053 0.278 -4.654
25 C -1.798 0.744 -3.325
26 C -2.283 2.006 -2.927
27 H 2.462 -0.080 3.290
28 H 3.034 0.584 1.761
29 H 3.618 -0.943 2.372
30 H 1.376 -3.068 0.724
31 H 2.646 -3.022 1.922
32 H -0.328 -2.482 2.437
33 H 0.935 -2.501 3.691
34 H 0.262 -4.866 1.861
35 H -0.566 -4.520 3.445
36 H 1.808 -6.421 4.962
37 H -0.172 1.407 2.560
38 H -0.029 2.921 1.711
39 H 1.432 2.176 2.417
40 H 2.598 1.128 -0.571
41 H 2.242 2.777 0.119
42 H 0.631 3.233 -1.609
43 H 0.969 1.627 -2.337
44 H -2.862 4.557 -0.817
45 H -3.574 3.023 -5.913
46 H -3.008 0.674 -6.534
47 H -1.767 -0.727 -4.934
48 H -1.315 0.153 -2.562

Computed properties:
SMILES: CN(CCCC(=O)O)C(=O)[C@@]1(C)CCN1C(=O)c1csc2ccccc12
HOMO in hartree: -0.299
M in g mol⁻¹: 374.46
Frontier orbital gap in eV: 8.8

Charges in e, computed with Mulliken, in the same order as the atoms: -1.07, 0.32, -1.02, -0.27, -0.69, 0.60, -0.60, -0.45, -0.15, -0.67, 1.06, -1.81, -0.71, -0.79, 0.62, 0.54, -0.62, -0.12, -0.52, -0.27, 0.41, -0.44, -0.37, -0.92, -0.26, -0.12, 0.29, 0.39, 0.37, 0.35, 0.44, 0.34, 0.21, 0.34, 0.29, 0.36, 0.36, 0.50, 0.44, 0.41, 0.34, 0.32, 0.26, 0.53, 0.38, 0.33, 0.39, 0.68


Energies relative to the most stable structure are 1 0.8575; 2 0.0000; 3 0.0100, reported in hartree.


1:
C3H2NOS | ωB97M-V/def2-TZVPD

Cartesian coordinates (Å):
1 C 0.223 -1.006 -0.042
2 C 0.968 0.991 0.081
3 C -0.865 -0.177 0.033
4 N 1.392 -0.258 0.014
5 O -0.380 1.092 0.022
6 S -3.194 -0.268 -0.023
7 H 0.160 -2.117 -0.117
8 H 1.696 1.743 0.031

Computed properties:
HOMO in hartree: -0.120
M in g mol⁻¹: 100.12
Frontier orbital gap in eV: 7.2
Total charge: -1

Charges in e, computed with Mulliken, in the same order as the atoms: -0.16, -0.05, -0.09, -0.61, -0.29, -0.56, 0.33, 0.43


2:
C3H2NOS | ωB97M-V/def2-TZVPD

Cartesian coordinates (Å):
1 O -0.697 -1.626 0.018
2 N -1.117 -0.281 0.006
3 C -0.196 0.637 -0.008
4 C 1.183 0.427 -0.009
5 C 2.381 0.176 -0.048
6 S 3.988 -0.251 0.016
7 H 0.137 -1.642 -0.416
8 H -0.479 1.735 -0.022

Computed properties:
SMILES: O/N=C\C#C[S-]
HOMO in hartree: -0.121
M in g mol⁻¹: 100.12
Frontier orbital gap in eV: 7.1
Total charge: -1

Charges in e, computed with Mulliken, in the same order as the atoms: -0.35, -0.49, -0.25, -0.60, 0.66, -0.50, 0.29, 0.25


3:
C3H2NOS | ωB97M-V/def2-TZVPD

Cartesian coordinates (Å):
1 S 2.686 -0.005 -0.042
2 C 0.652 0.095 0.001
3 C -0.143 -1.071 -0.021
4 N -1.417 -0.786 -0.007
5 O -1.516 0.580 0.026
6 C -0.258 1.105 0.029
7 H 0.188 -2.091 -0.044
8 H -0.191 2.173 0.057

Computed properties:
SMILES: [S-]c1cnoc1
HOMO in hartree: -0.107
M in g mol⁻¹: 100.12
Frontier orbital gap in eV: 7.0
Total charge: -1

Charges in e, computed with Mulliken, in the same order as the atoms: -0.59, -0.26, -0.19, -0.43, -0.15, -0.23, 0.40, 0.45


Energies relative to the most stable structure are 1 0.0123; 2 0.0252; 3 0.0000, reported in hartree.


1:
C2H3Br2FSi | ωB97M-V/def2-TZVPD

Cartesian coordinates (Å):
1 C -0.575 0.865 0.219
2 C 0.527 0.552 -0.412
3 Si 1.333 1.914 -1.427
4 F 2.872 1.890 -1.077
5 Br 1.360 1.758 -3.636
6 Br 0.631 3.889 -0.852
7 H -1.303 0.182 0.746
8 H -0.823 1.906 0.102
9 H 1.051 -0.537 -0.458

Computed properties:
SMILES: C=C[Si](F)(Br)Br
HOMO in hartree: -0.396
M in g mol⁻¹: 233.94
Frontier orbital gap in eV: 11.3

Charges in e, computed with Mulliken, in the same order as the atoms: -0.50, -0.10, 0.73, -0.23, -0.23, -0.21, 0.24, 0.07, 0.24


2:
C2H3Br2FSi | ωB97M-V/def2-TZVPD

Cartesian coordinates (Å):
1 C 0.146 -0.011 -0.467
2 C -0.729 -0.692 0.306
3 F -3.255 -1.522 1.334
4 Si -2.456 -0.269 0.749
5 Br 2.615 1.212 0.608
6 Br -3.976 1.030 -0.114
7 H 1.079 -0.469 -0.734
8 H -0.088 0.928 -0.936
9 H -0.390 -1.611 0.777

Computed properties:
HOMO (spin up / spin down) in hartree: -0.330 / -0.279
M in g mol⁻¹: 233.94
Frontier orbital gap (spin up / spin down) in eV: 6.9 / 4.5

Charges in e, computed with Mulliken, in the same order as the atoms: -0.89, -0.11, -0.19, 0.65, -0.40, -0.10, 0.42, 0.30, 0.32


Energies relative to the most stable structure are 1 0.0000; 2 0.1410, reported in hartree.